# 1
Here is a cluster of 8 separate species, C33H72BrN2O9 in total from OMol25. Energies are from ωB97M-V with the def2-TZVPD basis set.

Properties
- Kohn-Sham gap (eV) = 7.38
- spin multiplicity = 1
- net charge = +1
- HOMO energy (Ha) = -0.4294
- E (eV) = -126825.933

Last columns: bonded neighbours and bond lengths (Å).
CARTESIAN COORDINATES (ANGSTROEM)
1 C 4.4131 -1.9833 2.9786  C2 1.226, H18 1.118
2 C 4.5441 -1.7050 1.7920  C1 1.226, C3 1.571
3 C 4.2667 -1.5676 0.2520  C2 1.571, C4 1.615, H19 1.127, H20 1.140
4 C 3.3028 -0.3162 -0.0845  C3 1.615, C5 1.602, H21 1.130, H22 1.140
5 C 2.3718 0.0908 1.1542  C4 1.602, C6 1.564, H23 1.142, H24 1.125
6 C 1.1310 0.9583 0.7628  C5 1.564, C7 1.507, C16 1.486
7 C -0.2938 0.5149 0.9757  C6 1.507, C8 1.567, C12 1.488
8 C -0.7067 -0.8540 1.6165  C7 1.567, C9 1.593, H25 1.126, H26 1.145
9 C -1.5735 -1.7920 0.6649  C8 1.593, C10 1.614, H27 1.138, H28 1.130
10 C -0.5301 -2.6720 -0.1974  C9 1.614, O11 1.448, H29 1.126, H30 1.142
11 O -0.1617 -3.8105 0.6177  C10 1.448, H31 0.975
12 C -1.3436 1.4879 0.5703  C7 1.488, N13 1.362, H32 1.137
13 N -1.2375 2.7277 0.0158  C12 1.362, N14 1.312
14 N 0.0294 3.0446 -0.1117  N13 1.312, O15 1.374, C16 1.365
15 O 0.2227 4.3051 -0.6229  N14 1.374, H33 0.992
16 C 1.1523 2.3253 0.1804  C6 1.486, N14 1.365, Br17 1.965
17 Br 2.9075 3.1353 -0.1731  C16 1.965
18 H 4.2933 -2.2251 4.0637  C1 1.118
19 H 3.8420 -2.5024 -0.2127  C3 1.127
20 H 5.2837 -1.3516 -0.2162  C3 1.140
21 H 2.7219 -0.4917 -1.0378  C4 1.130
22 H 4.0081 0.5555 -0.2877  C4 1.140
23 H 3.0226 0.7404 1.8316  C5 1.142
24 H 2.0185 -0.8046 1.7358  C5 1.125
25 H 0.1504 -1.4697 2.0105  C8 1.126
26 H -1.3629 -0.6146 2.5237  C8 1.145
27 H -2.2271 -2.4650 1.3091  C9 1.138
28 H -2.2307 -1.1512 0.0065  C9 1.130
29 H -0.9425 -2.9404 -1.2096  C10 1.126
30 H 0.4006 -2.0157 -0.2879  C10 1.142
31 H 0.7623 -3.6768 0.8978  O11 0.975
32 H -2.4153 1.1535 0.7499  C12 1.137
33 H 0.5697 4.8353 0.1397  O15 0.992
34 C 2.1323 -0.8189 -4.3980  C35 1.521, H38 1.094, H39 1.094, H40 1.092
35 C 1.7987 -2.0260 -3.5349  C34 1.521, C36 1.520, O37 1.428, H41 1.094
36 C 2.0292 -3.3256 -4.2889  C35 1.520, H42 1.092, H43 1.093, H44 1.092
37 O 0.4337 -1.9518 -3.1213  C35 1.428, H45 0.966
38 H 1.4965 -0.7887 -5.2876  C34 1.094
39 H 1.9513 0.1090 -3.8477  C34 1.094
40 H 3.1769 -0.8380 -4.7170  C34 1.092
41 H 2.4134 -2.0117 -2.6296  C35 1.094
42 H 1.3915 -3.3821 -5.1737  C36 1.092
43 H 1.7751 -4.1835 -3.6611  C36 1.093
44 H 3.0707 -3.4195 -4.6044  C36 1.092
45 H -0.1185 -1.9639 -3.9140  O37 0.966
46 C -1.7321 3.2775 3.7720  C47 1.520, H50 1.093, H51 1.094, H52 1.092
47 C -0.9659 2.5652 4.8754  C46 1.520, C48 1.520, O49 1.429, H53 1.094
48 C -1.3278 3.1162 6.2449  C47 1.520, H54 1.094, H55 1.092, H56 1.092
49 O 0.4375 2.7202 4.6550  C47 1.429, H57 0.966
50 H -1.4955 4.3442 3.7566  C46 1.093
51 H -1.4523 2.8775 2.7935  C46 1.094
52 H -2.8099 3.1632 3.9010  C46 1.092
53 H -1.1830 1.4938 4.8415  C47 1.094
54 H -1.0761 4.1788 6.3164  C48 1.094
55 H -0.7619 2.6035 7.0262  C48 1.092
56 H -2.3942 2.9962 6.4496  C48 1.092
57 H 0.6398 3.6643 4.6837  O49 0.966
58 C -3.9918 -6.5393 0.0736  C59 1.521, H62 1.095, H63 1.093, H64 1.092
59 C -3.3416 -6.1230 -1.2365  C58 1.521, C60 1.521, O61 1.427, H65 1.093
60 C -2.1128 -6.9669 -1.5369  C59 1.521, H66 1.095, H67 1.093, H68 1.092
61 O -2.9673 -4.7476 -1.1652  C59 1.427, H69 0.967
62 H -3.3002 -6.4058 0.9114  C58 1.095
63 H -4.8661 -5.9178 0.2824  C58 1.093
64 H -4.3056 -7.5853 0.0440  C58 1.092
65 H -4.0627 -6.2208 -2.0517  C59 1.093
66 H -1.3575 -6.8477 -0.7538  C60 1.095
67 H -1.6497 -6.6497 -2.4746  C60 1.093
68 H -2.3704 -8.0257 -1.6148  C60 1.092
69 H -2.3286 -4.6508 -0.4455  O61 0.967
70 C -5.0579 -2.0279 5.3003  C71 1.520, H74 1.094, H75 1.092, H76 1.092
71 C -3.8957 -1.2416 4.7160  C70 1.520, C72 1.521, O73 1.429, H77 1.093
72 C -4.2206 0.2417 4.6259  C71 1.521, H78 1.095, H79 1.094, H80 1.092
73 O -3.5905 -1.7414 3.4125  C71 1.429, H81 0.966
74 H -5.9480 -1.9339 4.6705  C70 1.094
75 H -4.8153 -3.0919 5.3486  C70 1.092
76 H -5.3044 -1.6796 6.3058  C70 1.092
77 H -3.0065 -1.3861 5.3347  C71 1.093
78 H -5.0821 0.4132 3.9729  C72 1.095
79 H -3.3808 0.7933 4.1939  C72 1.094
80 H -4.4420 0.6580 5.6112  C72 1.092
81 H -4.3713 -1.6186 2.8564  O73 0.966
82 C 3.5401 -6.0966 -8.3805  C83 1.521, H86 1.094, H87 1.093, H88 1.092
83 C 3.0209 -6.0024 -6.9544  C82 1.521, C84 1.521, O85 1.428, H89 1.093
84 C 2.4460 -7.3300 -6.4860  C83 1.521, H90 1.094, H91 1.093, H92 1.092
85 O 2.0116 -4.9951 -6.8813  C83 1.428, H93 0.966
86 H 2.7332 -6.3566 -9.0725  C82 1.094
87 H 3.9397 -5.1337 -8.7076  C82 1.093
88 H 4.3277 -6.8488 -8.4652  C82 1.092
89 H 3.8317 -5.6975 -6.2877  C83 1.093
90 H 1.6018 -7.6322 -7.1135  C84 1.094
91 H 2.0669 -7.2450 -5.4646  C84 1.093
92 H 3.2009 -8.1191 -6.5141  C84 1.092
93 H 1.2892 -5.2548 -7.4678  O85 0.966
94 C -4.3144 6.9215 0.9894  C95 1.520, H98 1.095, H99 1.092, H100 1.092
95 C -3.1632 6.4425 1.8589  C94 1.520, C96 1.520, O97 1.427, H101 1.093
96 C -1.8971 6.2396 1.0420  C95 1.520, H102 1.094, H103 1.095, H104 1.092
97 O -3.5210 5.2118 2.4871  C95 1.427, H105 0.966
98 H -4.5498 6.1855 0.2141  C94 1.095
99 H -5.2187 7.0508 1.5882  C94 1.092
100 H -4.0761 7.8720 0.5065  C94 1.092
101 H -2.9755 7.1701 2.6522  C95 1.093
102 H -2.0500 5.4794 0.2698  C96 1.094
103 H -1.0817 5.8842 1.6807  C96 1.095
104 H -1.5840 7.1684 0.5597  C96 1.092
105 H -3.6896 4.5612 1.7932  O97 0.966
106 C 4.6386 7.6999 -1.7321  C107 1.520, H110 1.095, H111 1.092, H112 1.092
107 C 3.7223 7.6669 -0.5196  C106 1.520, C108 1.521, O109 1.429, H113 1.092
108 C 4.4374 7.1067 0.7000  C107 1.521, H114 1.095, H115 1.093, H116 1.092
109 O 2.5774 6.8630 -0.8108  C107 1.429, H117 0.965
110 H 4.9745 6.6914 -1.9947  C106 1.095
111 H 4.1089 8.0936 -2.6025  C106 1.092
112 H 5.5167 8.3220 -1.5464  C106 1.092
113 H 3.3631 8.6756 -0.3033  C107 1.092
114 H 4.7665 6.0776 0.5206  C108 1.095
115 H 3.7640 7.0785 1.5604  C108 1.093
116 H 5.3093 7.7110 0.9587  C108 1.092
117 H 2.8837 5.9685 -1.0035  O109 0.965


# 2
Here is an isolated molecule of C3H6N2 from OMol25. Energies are from ωB97M-V with the def2-TZVPD basis set.

Properties
- Kohn-Sham gap (spin up / spin down) (eV) = 10.09 / 6.73
- relative energy (zero: lowest compared OMol25 entry of this formula, charge and spin) (kJ/mol) = 482.1
- spin multiplicity = 1
- HOMO energy (spin up / spin down) (Ha) = -0.3524 / -0.2727
- E (eV) = -6183.549

Last columns: bonded neighbours and bond lengths (Å).
CARTESIAN COORDINATES (ANGSTROEM)
1 C -1.1387 0.6565 -0.8240  N2 1.456, H6 1.097, H7 1.094, H8 1.094
2 N 0.1564 0.5444 -0.1671  C1 1.456, C4 1.493, H9 1.018
3 C 0.8144 -0.7283 1.3553  C4 1.440, H10 1.091, H11 1.089
4 C 0.9040 -0.7452 -0.0817  N2 1.493, C3 1.440, N5 1.222
5 N 1.3477 -1.5453 -0.8912  C4 1.222
6 H -1.0314 0.9279 -1.8810  C1 1.097
7 H -1.7575 1.4087 -0.3250  C1 1.094
8 H -1.6350 -0.3167 -0.7727  C1 1.094
9 H 0.7489 1.3664 -0.2616  N2 1.018
10 H 1.6293 -0.3837 1.9928  C3 1.091
11 H -0.0382 -1.1846 1.8563  C3 1.089


Look up the spin multiplicity of the first one.
1


spin multiplicity of number 2 (C3H6N2)?
1


What is the formula in the first record?
C33H72BrN2O9